324
Properties=species:S:1:pos:R:3:forces:R:3 method="wB97M-V/def2-TZVPD" e_homo_ev=-21.52 orbital_gap_ev=8.80 total_charge=+8 spin_multiplicity=1 largest_force_ev_per_a=3.67
C -5.866664 -0.912655 3.668072 0.3 0.3 -1.7
C -7.376702 -1.043309 3.677883 -0.4 0.3 1.4
C -7.997668 -0.608059 2.361521 1.2 -1.4 0.1
N -9.442510 -0.435681 2.382385 -1.0 0.6 -0.2
C -10.131904 -1.667137 2.883433 0.9 -0.5 0.6
C -9.874432 -0.169750 0.993132 0.4 0.7 -0.6
C -11.241040 0.451017 1.092890 -1.1 0.2 -0.6
C -11.359876 1.038112 2.490879 1.7 1.0 0.9
C -9.927871 0.858157 3.066341 0.2 -1.5 0.0
H -5.529767 -1.398032 2.733135 0.2 0.2 0.2
H -5.280601 -1.389893 4.447179 -0.5 0.1 0.4
H -5.597040 0.146277 3.565459 0.2 -0.2 0.2
H -7.819302 -0.405564 4.470453 0.3 -0.3 -0.2
H -7.612700 -2.062556 3.960080 -0.3 -0.2 -0.2
H -7.892303 -1.386662 1.595675 0.6 0.1 0.1
H -7.465008 0.282062 2.021120 -0.5 0.2 -0.1
H -11.182103 -1.542576 2.933786 -1.0 0.4 -0.3
H -9.807463 -1.832624 3.903664 0.1 -0.2 0.1
H -9.907844 -2.558832 2.264365 0.1 0.7 0.2
H -9.815116 -1.061590 0.403851 -0.1 -0.6 -0.2
H -9.101796 0.504300 0.617254 -0.3 0.2 -0.2
H -12.011409 -0.301546 0.932711 0.0 0.0 -0.1
H -11.414203 1.231858 0.340137 0.2 -0.4 0.1
H -12.143856 0.660229 3.123182 -0.2 -0.4 0.1
H -11.470757 2.113021 2.483540 -0.5 0.3 -0.2
H -9.715184 0.688932 4.113859 -0.7 0.2 0.4
H -9.219329 1.622547 2.737617 -0.2 0.0 -0.2
C -5.040128 3.292883 6.533708 -0.3 0.9 0.5
C -5.731022 4.624251 6.139404 0.6 -0.7 0.8
C -6.118899 4.690908 4.707040 1.1 -0.6 -1.5
N -6.692189 6.009918 4.293358 -0.3 1.0 -0.7
C -7.941348 6.266654 5.104535 -0.4 -1.3 -0.5
C -6.924065 6.095190 2.764509 -0.3 -0.8 0.1
C -6.709418 7.545150 2.321509 0.5 0.3 0.2
C -6.238204 8.306697 3.575783 0.7 -0.4 -0.2
C -5.777142 7.188492 4.497210 0.4 -0.2 0.0
H -4.789957 3.309668 7.596470 0.0 0.2 -0.1
H -4.090402 3.177210 6.004014 -0.3 -0.3 -0.2
H -5.710752 2.457866 6.443376 -0.1 -0.6 -0.5
H -4.978146 5.380879 6.289526 0.2 0.5 0.2
H -6.553183 4.865914 6.778887 -0.4 -0.2 0.6
H -6.838853 3.935338 4.336628 0.3 0.2 0.5
H -5.126275 4.517710 4.196940 -1.2 0.4 -0.3
H -8.582505 5.364054 5.035406 0.4 0.5 0.1
H -8.497087 7.099277 4.715607 0.0 0.5 -0.2
H -7.653741 6.440113 6.133394 -0.1 0.1 0.0
H -7.945354 5.750357 2.557715 0.3 0.0 0.1
H -6.209316 5.390471 2.306250 -0.3 0.3 0.3
H -7.612480 7.941518 1.873885 -0.1 0.2 0.1
H -5.908452 7.656158 1.593047 -0.2 -0.5 -0.3
H -7.014914 8.913394 3.996216 -0.4 0.3 0.4
H -5.352309 8.946128 3.399815 -0.7 -0.1 -0.1
H -5.851662 7.451458 5.536108 0.6 0.1 0.4
H -4.780859 6.827335 4.187660 -0.2 0.3 0.4
C -2.852182 3.403709 -1.484917 -0.8 0.3 -0.2
C -2.115355 3.889505 -2.721586 0.5 -0.6 -0.4
C -2.978858 3.598219 -3.948358 -1.8 -0.5 2.6
N -2.399381 3.851474 -5.200895 0.7 0.6 -3.5
C -1.117075 3.130425 -5.330797 0.4 -0.8 -1.0
C -2.259321 5.319864 -5.514478 0.2 -0.3 1.3
C -2.068084 5.473404 -6.992221 -0.1 0.3 -0.2
C -3.009132 4.397282 -7.546219 -0.5 0.3 -0.8
C -3.308802 3.410797 -6.409897 -0.4 -0.1 0.9
H -3.103591 2.336677 -1.501686 0.3 0.2 -0.1
H -3.801730 3.949176 -1.395176 0.1 -0.1 0.0
H -2.290826 3.644859 -0.603298 0.4 0.0 0.6
H -1.172734 3.327563 -2.834833 -0.2 0.3 0.2
H -1.870840 4.953904 -2.637672 -0.1 -0.1 0.0
H -3.910860 4.181748 -3.835052 0.3 -0.3 -0.3
H -3.222225 2.535037 -3.958485 -0.2 0.0 0.3
H -0.343216 3.623230 -4.765085 0.2 0.1 0.1
H -0.832835 3.076695 -6.391500 0.0 0.3 0.3
H -1.244829 2.088220 -5.005879 -0.1 0.4 0.1
H -1.553998 5.768256 -4.801697 0.0 0.0 -0.5
H -3.268390 5.684207 -5.289641 0.3 0.2 0.1
H -1.068304 5.450986 -7.467745 -0.4 0.1 0.8
H -2.559141 6.437187 -7.099924 0.6 0.3 -1.0
H -2.660553 3.957483 -8.487365 0.2 -0.2 0.5
H -3.912782 4.944974 -7.851183 0.0 -0.6 0.3
H -3.131871 2.339621 -6.552074 0.1 0.3 -0.2
H -4.349975 3.516193 -6.067875 0.4 0.0 0.0
C -1.033981 3.474506 5.068179 -0.1 0.7 -0.3
C 0.209105 3.714335 4.188945 -1.1 0.0 0.7
C 0.819156 5.051475 4.608758 0.8 -0.9 -0.9
N 1.874369 5.441832 3.595394 -0.2 1.1 0.9
C 2.729225 4.314361 3.220141 1.3 0.7 -1.1
C 2.695985 6.569739 4.223282 -0.2 -0.4 0.3
C 3.305889 7.297435 3.079373 0.8 1.5 -1.4
C 2.457086 7.005099 1.812874 0.0 0.0 0.0
C 1.303782 6.196716 2.397742 0.0 -0.4 0.3
H -1.717409 4.321622 4.905164 0.1 -0.1 0.3
H -0.741410 3.462396 6.130559 -0.4 -0.3 -0.4
H -1.621451 2.610583 4.750825 0.4 -0.2 0.3
H -0.115673 3.756397 3.140396 0.2 0.0 0.1
H 0.890565 2.873013 4.299894 0.2 0.1 0.0
H 1.317443 5.064084 5.598682 -0.4 -0.3 -0.5
H 0.080336 5.835163 4.555926 -0.3 0.2 0.3
H 3.665391 4.781310 2.846037 -0.5 -0.6 0.1
H 2.258806 3.752838 2.413001 0.1 -0.1 0.2
H 2.971700 3.694165 4.067193 -0.1 -0.1 0.3
H 3.404112 6.187257 4.956129 -0.1 -0.2 0.0
H 1.971683 7.196328 4.734953 -0.1 0.0 0.2
H 4.340816 7.043415 2.852651 0.0 -0.2 0.4
H 3.315992 8.375879 3.263536 0.1 -0.2 0.2
H 3.103236 6.586321 1.014768 -0.7 -0.4 0.5
H 1.978615 7.875553 1.363347 0.3 0.2 0.1
H 0.750558 5.529908 1.722801 0.1 0.2 0.3
H 0.654998 6.916838 2.919539 -0.2 -0.3 -0.7
C 7.121639 5.428673 -6.587501 1.8 -0.2 0.7
C 6.069167 4.892709 -5.640432 -0.8 -0.6 -0.7
C 6.537279 5.120815 -4.229954 -1.0 0.0 0.3
N 5.877833 4.176248 -3.208437 0.0 0.1 0.5
C 6.272272 2.718347 -3.424033 -0.5 0.8 0.7
C 4.352105 4.305980 -3.225866 0.9 1.1 -1.0
C 3.886313 4.239857 -1.780695 1.0 0.7 0.2
C 4.957378 5.148518 -1.086595 1.0 -0.9 -1.6
C 6.246043 4.645630 -1.831208 0.6 0.9 0.7
H 7.610159 6.291705 -6.091330 -0.4 0.1 -0.8
H 6.770691 5.643926 -7.599470 0.2 0.0 0.3
H 7.962182 4.684119 -6.599845 -0.7 0.5 -0.4
H 6.009634 3.802906 -5.829597 -0.4 0.5 0.0
H 5.089611 5.384723 -5.843206 0.5 -0.5 0.3
H 6.270414 6.145167 -3.905403 0.3 -0.5 0.0
H 7.604419 4.969562 -4.169815 0.3 -0.1 0.3
H 7.352185 2.613997 -3.344000 0.0 0.2 -0.4
H 5.838881 2.452253 -4.383299 0.4 -0.5 0.2
H 5.843221 2.136183 -2.591381 -0.2 0.2 -0.6
H 4.022321 3.627386 -4.008198 -0.5 -0.2 0.4
H 4.214071 5.340100 -3.602945 -0.3 -0.5 0.2
H 3.907373 3.225269 -1.403477 -0.2 -0.2 0.2
H 2.924927 4.703078 -1.672758 -0.7 -0.2 0.0
H 5.183599 4.987223 -0.045347 -0.5 -0.1 0.5
H 4.768298 6.227585 -1.260468 0.1 -0.7 0.0
H 6.740299 3.822310 -1.318168 -0.3 -0.1 0.2
H 7.021877 5.416347 -1.906398 -0.3 -0.1 -0.1
C 3.726079 0.316763 4.125266 0.4 0.2 0.0
C 4.595584 0.222249 2.842728 0.6 -0.2 1.6
C 5.098595 -1.226823 2.884311 0.0 0.4 -0.5
N 6.135503 -1.484188 1.837729 0.8 0.0 0.9
C 5.620784 -1.030557 0.525057 0.3 0.3 -0.3
C 6.541111 -2.944004 1.821289 -2.2 -0.2 0.3
C 7.886610 -2.966027 1.248387 1.5 -0.2 -0.6
C 8.599735 -1.761004 1.888615 0.0 -0.1 -0.5
C 7.450056 -0.821948 2.256874 0.2 0.3 -0.8
H 2.747388 -0.117152 3.935506 -0.3 0.2 0.1
H 3.688947 1.310129 4.609254 -0.3 -0.3 -0.6
H 4.196805 -0.314364 4.893313 -0.2 0.2 -0.1
H 5.386586 0.979096 2.873515 0.2 -0.3 0.2
H 4.110759 0.373375 1.894903 -0.8 0.2 -0.1
H 4.237427 -1.838399 2.634022 0.0 -0.4 0.1
H 5.493292 -1.528010 3.874001 0.0 0.2 -0.7
H 4.624739 -1.461779 0.402733 0.1 0.4 -0.1
H 6.250670 -1.443605 -0.257314 0.2 0.1 0.0
H 5.670489 0.078419 0.490480 -0.2 -0.9 -0.1
H 5.767534 -3.539127 1.319885 0.2 0.3 -0.1
H 6.494864 -3.259417 2.867916 0.4 0.0 -0.1
H 7.921942 -2.834257 0.154224 -0.3 -0.2 0.3
H 8.333346 -3.935490 1.457207 0.3 0.1 0.0
H 9.328972 -1.317617 1.191719 -0.3 -0.1 0.4
H 9.100971 -2.000708 2.812502 0.4 -0.4 0.1
H 7.561061 0.146408 1.772355 -0.3 0.1 0.2
H 7.410387 -0.730065 3.324098 -0.1 0.4 0.5
C 2.473325 -6.006673 -3.179735 -1.0 0.7 0.3
C 3.587154 -5.017295 -3.396268 0.5 0.0 -1.0
C 4.823818 -5.503505 -2.668450 -0.4 0.0 0.4
N 6.013563 -4.654243 -2.830418 0.6 0.3 -0.4
C 5.711793 -3.215377 -2.529452 0.4 -0.1 -0.8
C 6.565232 -4.836333 -4.187602 -0.2 0.0 -0.9
C 8.026049 -4.372644 -4.149158 0.2 -0.8 0.0
C 8.423619 -4.499183 -2.613655 -0.7 0.0 -0.3
C 7.146911 -5.130345 -1.972084 0.7 0.4 -0.2
H 2.684274 -7.009273 -3.521066 0.3 -0.4 0.3
H 1.590226 -5.707922 -3.764016 0.1 0.1 0.3
H 2.214054 -5.921845 -2.110450 -0.1 -0.7 -0.4
H 3.281985 -4.040474 -3.038475 -0.1 0.2 0.3
H 3.761336 -4.871272 -4.477098 0.2 -0.2 0.3
H 5.113347 -6.523353 -2.889596 0.0 -0.2 -0.6
H 4.663590 -5.545332 -1.615318 -0.6 0.2 1.0
H 5.008742 -2.819493 -3.304956 0.5 -0.2 1.1
H 6.655438 -2.645422 -2.539914 -0.4 -0.3 -0.2
H 5.348640 -3.256189 -1.514494 -0.7 0.5 0.2
H 5.899368 -4.367950 -4.912963 0.3 0.4 0.1
H 6.429380 -5.894501 -4.387983 0.5 -0.3 0.0
H 8.121913 -3.399121 -4.662593 0.3 -0.3 0.7
H 8.619877 -5.110511 -4.731736 -0.3 0.7 0.3
H 8.747026 -3.584365 -2.129720 -0.2 0.3 -0.2
H 9.244513 -5.194325 -2.478918 0.1 -0.1 -0.1
H 6.872288 -4.891808 -0.927307 0.5 -0.3 -0.5
H 7.275798 -6.195820 -2.170009 -0.6 -0.1 0.5
C 0.448136 -2.654391 -1.726108 -0.5 0.0 -0.3
C 0.527898 -1.166350 -1.448209 1.3 0.3 -0.3
N 0.077320 -0.706538 -0.101562 2.2 1.0 1.1
C 1.185834 -0.866207 0.926477 -0.2 -0.8 1.0
C -0.183051 0.759628 -0.098122 -0.2 1.1 -0.2
C 0.954021 1.658360 -0.568265 0.2 -0.7 -0.5
C -1.071310 -1.435234 0.345357 -2.8 -0.3 1.0
C -1.806833 -0.853320 1.590093 0.2 -1.5 1.0
O -0.890546 -0.617433 2.701318 -1.0 0.6 -0.9
C -1.617265 -0.340164 3.884081 0.4 -1.0 0.5
H 0.963360 -3.258582 -0.960954 -0.3 0.3 -0.3
H 0.962685 -2.803472 -2.675900 0.2 0.1 0.1
H -0.574394 -2.980189 -1.929844 0.0 -0.1 0.4
H 0.055332 -0.456378 -2.127665 -0.2 -0.8 -0.4
H 1.591313 -0.940430 -1.445539 0.0 0.2 -0.2
H 1.087530 -1.854070 1.397958 0.4 0.2 -0.5
H 1.018018 -0.173432 1.748639 -0.1 0.1 -0.3
H 2.169500 -0.705053 0.514795 0.0 -0.2 -0.5
H -0.305254 0.973202 0.934776 -0.5 0.3 0.9
H -1.120346 0.981319 -0.600815 0.1 -0.2 -0.3
H 0.612235 2.695155 -0.599090 0.0 -0.1 0.3
H 1.258970 1.402545 -1.572654 0.1 0.0 -0.4
H 1.854974 1.528388 0.042102 -0.2 0.3 0.0
H -0.770087 -2.463206 0.562311 0.0 0.2 -0.2
H -1.821041 -1.389146 -0.471982 0.5 -0.3 0.5
H -2.518059 -1.660107 1.959975 0.6 0.9 -0.8
H -2.413318 0.034430 1.348012 0.3 -0.1 0.1
H -2.098019 -1.278318 4.221993 -0.1 0.4 0.0
H -2.375171 0.436892 3.766801 0.0 0.1 -0.1
H -0.895107 -0.065598 4.670478 -0.2 0.1 -0.4
C -1.307124 -6.299358 -0.715455 -0.1 -0.3 -1.9
C -2.539750 -5.568685 -0.188878 0.3 0.7 0.9
N -3.709597 -5.295870 -1.108216 1.3 -0.2 -0.4
C -3.370673 -4.233266 -2.124022 0.0 -0.6 -0.3
C -4.000972 -6.587492 -1.885445 -1.0 -0.4 0.4
C -5.388528 -6.697995 -2.516841 0.3 0.0 -0.1
C -4.884426 -4.919560 -0.278467 -0.6 -0.4 0.3
C -4.774611 -4.029453 0.925322 1.4 1.8 0.1
O -4.165423 -2.728198 0.629997 -0.9 -0.9 0.5
C -5.063408 -1.925986 -0.096862 -0.2 1.0 -1.3
H -1.500844 -7.306499 -1.138000 -0.4 0.6 0.4
H -0.592753 -6.494173 0.052481 0.3 0.2 0.9
H -0.731162 -5.789900 -1.514814 -0.5 0.2 0.4
H -2.358526 -4.576992 0.257249 0.6 -0.2 -0.5
H -2.922120 -6.099871 0.677865 -0.3 -0.6 -0.2
H -3.030138 -3.300716 -1.740449 0.1 0.5 1.0
H -4.257979 -4.030378 -2.686158 -0.5 0.0 -0.4
H -2.592411 -4.575495 -2.801637 -0.1 -0.4 0.1
H -3.865950 -7.446077 -1.197967 0.0 0.6 -0.2
H -3.246414 -6.633194 -2.649622 0.4 -0.1 -0.2
H -6.199782 -6.661673 -1.816461 -0.3 -0.1 0.7
H -5.444985 -7.704483 -2.948731 0.0 0.4 -0.3
H -5.622852 -5.925524 -3.251946 0.3 -0.2 -0.2
H -5.195521 -5.855580 0.182623 -0.7 -0.2 -0.5
H -5.618033 -4.456234 -0.946279 0.0 -0.7 0.1
H -4.230508 -4.396618 1.791809 0.4 -0.4 -0.3
H -5.788877 -3.909670 1.303776 -0.3 0.2 -0.2
H -6.018605 -1.721527 0.408793 0.2 -0.5 0.1
H -5.241715 -2.310812 -1.114189 -0.2 -0.2 0.4
H -4.649515 -0.933889 -0.336064 0.4 -0.3 0.5
C 2.672966 -1.495633 -8.396511 -0.3 -0.6 -0.4
C 2.351091 -2.042708 -7.013146 0.4 0.1 0.2
N 0.998831 -2.774584 -6.869606 1.4 0.4 -0.7
C 0.725298 -3.074430 -5.457659 -0.3 -0.2 0.4
C -0.064229 -1.959019 -7.482604 -0.9 1.3 -1.0
C -0.162316 -0.512254 -6.978936 1.1 -0.3 0.3
C 1.096345 -4.051470 -7.639842 0.1 -0.7 -0.5
C 1.770339 -5.232141 -6.979362 -0.1 -0.5 0.3
O 3.147863 -5.066775 -6.759095 -0.1 0.2 -0.4
C 3.909575 -6.239064 -7.074468 -0.8 -0.1 -0.1
H 2.654204 -2.309190 -9.128263 -0.1 0.2 -0.1
H 3.720768 -1.192962 -8.410598 -0.1 0.3 0.2
H 2.022379 -0.694334 -8.752428 0.3 0.0 0.1
H 2.316527 -1.243622 -6.258034 0.3 -0.4 -0.1
H 3.142151 -2.788182 -6.831833 -0.6 0.3 0.6
H -0.261607 -3.565942 -5.391147 0.6 -0.3 -0.1
H 0.598131 -2.173852 -4.870217 0.4 0.3 -0.1
H 1.574789 -3.687084 -5.123107 -0.6 0.3 0.3
H -0.999831 -2.409371 -7.196893 -0.4 -0.6 -0.4
H 0.078217 -1.974311 -8.601056 -0.2 -0.1 1.2
H -0.948879 0.017086 -7.479229 -0.5 0.0 -0.5
H 0.779543 -0.000586 -7.200592 -0.3 0.2 0.3
H -0.402043 -0.449601 -5.913395 0.2 -0.1 0.0
H 1.659571 -3.835110 -8.564240 -0.7 -0.1 0.3
H 0.075675 -4.404300 -7.839593 0.2 0.4 -0.2
H 1.572126 -6.040870 -7.700130 0.1 0.0 0.3
H 1.307614 -5.496490 -6.011511 -0.2 -0.1 -0.5
H 4.881120 -6.004999 -6.680138 0.7 -0.2 -0.6
H 3.795712 -6.537124 -8.134358 0.7 0.6 0.3
H 3.529917 -7.103954 -6.553229 -0.2 -0.3 0.6
C 1.693109 0.035886 7.579634 0.4 -1.0 0.6
C 2.279135 -1.346857 8.039320 -0.1 1.5 0.4
N 1.469447 -2.534506 7.641704 -0.1 -0.9 1.1
C 2.092979 -3.768712 8.227719 1.8 -0.6 -0.7
C 0.025811 -2.442556 8.104250 -0.1 0.4 -0.2
C -0.203098 -2.347291 9.593316 0.3 0.1 0.3
C 1.538728 -2.600447 6.164612 -1.1 -0.5 -0.7
C 0.777841 -3.793787 5.515386 1.0 0.6 -0.9
O -0.223185 -3.266196 4.665088 0.4 1.2 1.2
C -0.951229 -4.257874 4.039407 -0.4 -1.3 0.4
H 1.596292 0.166441 6.501546 0.6 0.1 0.0
H 2.316504 0.781612 8.081249 0.0 0.1 -0.5
H 0.702706 0.186775 7.963064 -0.5 0.0 0.5
H 2.389570 -1.318279 9.138263 -0.2 -0.2 -0.5
H 3.275495 -1.482023 7.612172 -0.1 -0.1 0.1
H 3.048248 -3.907134 7.691050 -0.1 0.3 0.4
H 1.590103 -4.713179 8.008541 -0.7 0.5 0.2
H 2.335249 -3.694667 9.288416 -0.4 0.3 -0.2
H -0.458639 -3.349239 7.786793 -0.1 -0.2 -0.6
H -0.356995 -1.574699 7.558104 -0.3 -0.3 0.1
H 0.418149 -3.058095 10.154082 -0.4 0.2 -0.1
H -1.256229 -2.533142 9.830263 0.2 -0.2 -0.2
H -0.020251 -1.353064 9.961615 0.3 0.4 0.3
H 2.596657 -2.622565 5.868581 -0.4 0.1 0.2
H 1.057693 -1.674689 5.816955 0.3 -0.4 -0.2
H 0.442755 -4.607350 6.170957 -0.3 0.4 0.2
H 1.512065 -4.240266 4.855821 0.3 -0.5 -0.2
H -0.293676 -4.915364 3.458035 -0.2 0.1 -0.3
H -1.721412 -3.782678 3.439750 0.0 0.0 -0.3
H -1.437966 -4.887126 4.810487 -0.1 0.1 -0.4
B 2.968997 -3.888854 1.114090 -1.1 -0.4 -0.3
F 2.792899 -3.357370 2.449384 0.4 -0.3 -1.1
F 3.166951 -2.782516 0.176887 0.1 -1.0 0.9
F 4.050321 -4.789682 1.029367 -0.6 0.9 0.1
F 1.733060 -4.539866 0.735569 1.1 0.6 0.4
B -2.636759 -0.655606 -3.241435 -0.8 0.2 -0.1
F -1.515907 -1.490592 -3.585245 -1.4 0.8 0.2
F -2.782506 0.444223 -4.171301 0.3 -1.3 0.7
F -3.873583 -1.426146 -3.148984 1.9 0.9 -0.1
F -2.391620 -0.042220 -1.942142 -0.3 -0.6 -0.9
B 3.287587 0.065234 -3.189336 -0.1 -1.6 0.6
F 3.108210 -1.403300 -3.241528 0.1 1.4 -0.3
F 4.379502 0.412023 -4.003645 -0.9 0.1 0.5
F 2.057544 0.678902 -3.524405 0.8 -0.1 -0.2
F 3.556819 0.340187 -1.797505 0.2 0.3 -0.6